Density functional theory data (ωB97M-V with the def2-TZVPD basis set) for C30H48GeN2OP2SSiV as an isolated structure.

Summary:
frontier orbital gap (alpha / beta)	6.579 / 5.966	eV
F_max	0.753	eV Å⁻¹
spin multiplicity	2
charge	0
expectation value of S²	0.76
energy above the lowest of the compared OMol25 structures with the same formula, charge and spin	0.00	kcal/mol

Geometry (Å):
V: 1.472 0.240 -0.068
C: 4.735 1.826 0.315
P: 3.902 0.222 0.010
C: 5.032 -0.464 -1.256
C: 4.447 -0.717 1.509
C: 3.619 -0.253 2.708
P: 1.830 -0.185 2.220
C: 1.176 1.080 3.367
C: 1.171 -1.710 2.993
H: 5.810 1.689 0.447
H: 4.325 2.312 1.200
H: 4.561 2.491 -0.533
H: 6.050 -0.549 -0.868
H: 5.041 0.196 -2.125
H: 4.685 -1.444 -1.576
H: 5.521 -0.618 1.686
H: 4.242 -1.770 1.288
H: 3.913 0.760 2.999
H: 3.765 -0.889 3.585
H: 1.494 0.902 4.397
H: 0.085 1.061 3.328
H: 1.511 2.066 3.045
H: 1.383 -1.716 4.064
H: 1.633 -2.588 2.536
H: 0.090 -1.763 2.844
C: 1.865 4.686 -2.229
Ge: 1.198 2.867 -1.889
C: 2.169 1.707 -3.157
C: -0.676 2.819 -2.455
C: 1.478 2.332 -0.029
H: 1.837 4.911 -3.299
H: 2.894 4.800 -1.881
H: 1.248 5.422 -1.707
H: 1.996 2.077 -4.172
H: 1.841 0.665 -3.119
H: 3.243 1.725 -2.964
H: -0.740 3.150 -3.496
H: -1.297 3.477 -1.843
H: -1.092 1.810 -2.397
H: 0.593 2.660 0.532
H: 2.329 2.915 0.333
C: 0.713 -5.526 0.129
N: 1.492 -4.413 -0.377
C: 1.023 -3.165 -0.492
N: -0.153 -2.869 0.024
S: 1.946 -1.993 -1.342
H: 1.378 -6.368 0.300
H: -0.078 -5.827 -0.562
H: 0.266 -5.273 1.092
H: 2.313 -4.598 -0.924
H: -0.683 -3.515 0.590
H: -0.431 -1.872 0.001
O: -0.503 -0.140 -0.111
Si: -2.108 -0.035 -0.134
C: -2.748 -1.205 1.213
C: -3.113 -2.524 0.923
C: -3.420 -3.433 1.931
C: -3.377 -3.035 3.261
C: -3.041 -1.724 3.573
C: -2.733 -0.826 2.560
C: -2.689 1.708 0.232
C: -3.740 2.318 -0.456
C: -4.127 3.622 -0.171
C: -3.462 4.346 0.809
C: -2.410 3.762 1.502
C: -2.033 2.458 1.213
C: -2.788 -0.651 -1.766
C: -4.151 -0.881 -1.982
C: -4.615 -1.356 -3.200
C: -3.717 -1.616 -4.230
C: -2.361 -1.403 -4.034
C: -1.902 -0.925 -2.811
H: -3.161 -2.849 -0.113
H: -3.706 -4.447 1.676
H: -3.620 -3.738 4.049
H: -3.025 -1.400 4.608
H: -2.485 0.197 2.827
H: -4.254 1.780 -1.245
H: -4.941 4.075 -0.723
H: -3.756 5.367 1.025
H: -1.876 4.325 2.259
H: -1.188 2.026 1.742
H: -4.864 -0.697 -1.182
H: -5.675 -1.526 -3.348
H: -4.078 -1.985 -5.183
H: -1.656 -1.607 -4.832
H: -0.838 -0.768 -2.660